[1]
The following is a quantum chemistry calculation of C16H26F4N2O3PY as an isolated structure, from the Open Molecules 2025 dataset.

For the LUMO energy, the calculation gives -7.466 eV. The electronic energy is -47325.230 eV. The HOMO energy is -14.33 eV. Its gap between HOMO and LUMO is 6.9 eV. As for the energy above the lowest of the compared OMol25 structures with the same formula, charge and spin: 80.7 kJ/mol.

```
! wB97M-V def2-TZVPD RIJCOSX def2/J DEFGRID3
* xyz 2 1
Y -0.07 0.98 1.09
C -3.34 0.79 0.48
N -2.14 1.58 0.14
C -1.97 1.63 -1.33
C -2.27 2.96 0.71
C -1.03 3.82 0.46
N 0.19 3.03 0.64
C 1.42 3.61 0.24
C 2.43 2.71 -0.01
F 2.10 1.35 0.16
C 3.71 3.05 -0.37
F 4.62 2.10 -0.57
C 4.02 4.39 -0.51
C 3.02 5.32 -0.28
F 3.27 6.61 -0.41
C 1.73 4.95 0.10
F 0.83 5.90 0.35
H -4.24 1.27 0.08
H -3.45 0.72 1.57
H -3.25 -0.21 0.06
H -2.83 2.12 -1.80
H -1.88 0.62 -1.72
H -1.07 2.20 -1.58
H -2.49 2.85 1.77
H -3.13 3.46 0.26
H -1.09 4.66 1.16
H -1.06 4.26 -0.54
H 5.01 4.71 -0.80
C 0.32 -5.04 2.28
C 0.38 -3.54 2.31
O 0.88 -3.08 1.00
P 0.57 -1.64 0.45
O -1.00 -1.48 0.10
C -1.76 -2.36 -0.84
C -2.74 -3.18 -0.06
O 1.27 -1.63 -0.96
C 2.43 -2.43 -1.40
C 1.95 -3.57 -2.25
H -0.02 -5.40 3.26
H 1.30 -5.46 2.09
H -0.38 -5.40 1.53
H 1.07 -3.16 3.07
H -0.61 -3.09 2.47
H -1.01 -2.96 -1.36
H -2.22 -1.68 -1.55
H -2.24 -3.88 0.62
H -3.34 -3.78 -0.76
H -3.43 -2.56 0.51
H 2.96 -2.76 -0.52
H 3.05 -1.72 -1.95
H 1.35 -4.28 -1.67
H 2.80 -4.12 -2.65
H 1.36 -3.21 -3.10
*
```

These are the Mulliken partial charges, in e, on atoms 1 to 6: 1.19 -1.04 0.25 -0.87 -1.12 -0.70


[2]
The following is a quantum chemistry calculation of a 4-piece molecular cluster, C16H26F9N4O8 overall, from the Open Molecules 2025 dataset.

For the LUMO energy, the calculation gives 1.988 eV. The electronic energy is -63814.703 eV. The HOMO energy is -4.22 eV. Its gap between HOMO and LUMO is 6.2 eV.

```
! wB97M-V def2-TZVPD RIJCOSX def2/J DEFGRID3
* xyz -1 1
N -2.18 -1.71 2.31
C -2.94 -1.86 1.05
C -2.00 -1.67 -0.14
C -2.61 -1.74 -1.58
N -2.01 -0.68 -2.43
N -4.05 -1.58 -1.62
N -2.32 -3.04 -2.15
C -3.63 -3.27 1.01
O -2.87 -4.22 1.19
O -4.87 -3.25 0.79
H -2.40 -0.81 2.73
H -1.18 -1.69 2.13
H -3.71 -1.09 1.05
H -1.50 -0.70 -0.02
H -1.22 -2.44 -0.05
H -1.00 -0.75 -2.30
H -2.25 0.22 -2.03
H -4.48 -2.46 -1.38
H -4.37 -0.89 -0.96
H -2.72 -3.04 -3.08
H -1.32 -3.13 -2.29
C 3.56 2.72 0.40
C 2.54 1.63 0.61
O 2.03 1.18 -0.67
C 2.79 0.32 -1.33
O 3.86 -0.12 -1.01
C 2.08 -0.10 -2.64
F 1.55 0.94 -3.27
F 1.10 -0.96 -2.34
F 2.94 -0.70 -3.46
H 3.14 3.53 -0.19
H 3.90 3.12 1.36
H 4.43 2.33 -0.13
H 1.66 1.98 1.14
H 2.96 0.78 1.15
C -7.81 -0.98 3.90
C -6.65 -0.86 2.94
O -5.87 0.34 3.22
C -5.00 0.26 4.21
O -4.80 -0.65 4.95
C -4.19 1.57 4.27
F -4.97 2.66 4.14
F -3.28 1.60 3.29
F -3.55 1.67 5.44
H -8.43 -0.08 3.87
H -8.42 -1.84 3.63
H -7.46 -1.12 4.93
H -6.99 -0.73 1.92
H -6.00 -1.73 2.97
C 7.17 0.72 -4.43
C 6.17 1.16 -3.39
O 6.79 1.30 -2.10
C 7.43 2.44 -1.86
O 7.57 3.37 -2.58
C 7.92 2.42 -0.39
F 8.48 1.26 -0.07
F 6.86 2.61 0.40
F 8.80 3.39 -0.17
H 7.65 -0.21 -4.12
H 6.66 0.54 -5.38
H 7.94 1.47 -4.59
H 5.39 0.42 -3.24
H 5.70 2.11 -3.66
*
```

These are the Mulliken partial charges, in e, on atoms 1 to 6: -0.66 0.98 -1.50 0.90 -0.67 -0.74


[3]
The following is a quantum chemistry calculation of an isolated ion of composition C16H26FN2O3 and charge -1, from the Open Molecules 2025 dataset.

For the LUMO energy, the calculation gives 2.430 eV. The electronic energy is -28842.628 eV. The SMILES is C#C[C@](C(=O)[O-])([C@H](C)F)N(CCCCNC(C)=O)[C@H](C)CC. The HOMO energy is -4.34 eV. Its gap between HOMO and LUMO is 6.8 eV.

```
! wB97M-V def2-TZVPD RIJCOSX def2/J DEFGRID3
* xyz -1 1
C -1.95 -3.53 -1.36
C -1.66 -2.78 -0.18
C -1.26 -1.92 1.20
C -0.95 -3.12 2.32
O -1.26 -2.92 3.63
O -0.38 -4.44 1.98
C -2.69 -1.26 1.64
C -3.53 -0.61 0.34
F -2.69 -0.40 2.84
N -0.13 -1.06 0.84
C 1.05 -1.78 0.22
C 1.21 -1.48 -1.42
C 1.67 0.05 -1.77
C 0.69 0.59 -3.00
N 1.40 1.49 -3.99
C 1.53 2.91 -3.50
C 3.06 3.39 -3.04
O 0.48 3.75 -3.45
C 0.23 0.10 1.69
C 0.43 -0.20 3.31
C -0.63 1.51 1.40
C -0.34 2.63 2.58
H -2.54 -4.23 -2.12
H -3.37 -2.20 1.94
H -4.09 0.34 0.79
H -4.27 -1.38 -0.15
H -2.73 -0.19 -0.41
H 1.04 -2.96 0.37
H 2.11 -1.46 0.67
H 2.01 -2.23 -1.86
H 0.20 -1.71 -1.97
H 2.76 0.01 -2.24
H 1.70 0.78 -0.85
H 0.23 -0.31 -3.64
H -0.18 1.19 -2.51
H 2.36 1.15 -4.24
H 3.36 4.30 -3.74
H 3.78 2.47 -3.16
H 3.02 3.68 -1.90
H 1.33 0.44 1.34
H -0.47 0.12 3.97
H 0.80 -1.32 3.53
H 1.35 0.47 3.67
H -1.76 1.33 1.21
H -0.18 1.98 0.40
H -0.50 3.74 2.18
H 0.79 2.55 2.95
H -1.06 2.50 3.49
*
```

These are the Mulliken partial charges, in e, on atoms 1 to 6: -1.21 -0.28 1.22 0.25 -0.65 -0.73


[4]
The following is a quantum chemistry calculation of C16H26N2O3 as an isolated structure, from the Open Molecules 2025 dataset.

For the LUMO energy, the calculation gives 0.490 eV. The electronic energy is -26119.497 eV. The HOMO energy is -8.13 eV. Its gap between HOMO and LUMO is 8.6 eV. As for the energy above the lowest of the compared OMol25 structures with the same formula, charge and spin: 1865.6 kJ/mol.

```
! wB97M-V def2-TZVPD RIJCOSX def2/J DEFGRID3
* xyz 0 1
C -6.84 -0.38 -0.50
C -6.12 0.72 0.26
C -5.43 0.31 1.49
H -6.22 -0.44 2.06
C -4.30 -0.78 1.06
N -3.47 0.02 0.39
C -2.78 1.02 1.21
H -2.03 0.76 1.69
H -2.16 1.76 0.25
H -3.36 1.77 1.52
C -2.58 -0.59 -0.35
C -1.97 0.01 -1.68
C -0.53 0.43 -1.38
O -0.38 1.90 -1.34
N 0.41 -0.27 -1.00
C 1.66 -0.02 -0.35
C 2.32 1.12 -0.36
C 3.56 1.41 0.07
C 4.48 0.48 0.26
C 3.80 -0.86 0.39
C 2.48 -1.10 -0.21
O 1.79 -2.23 -0.05
C 2.65 -3.36 0.17
H 3.46 -3.53 -0.37
H 1.98 -4.14 -0.27
H 3.08 -3.43 1.14
H 4.48 -1.91 0.55
O 5.72 0.60 0.70
C 6.22 1.66 0.93
H 7.35 1.47 1.23
H 5.80 2.46 1.49
H 6.30 2.17 -0.29
H 4.02 2.51 0.04
H 1.65 2.00 -0.71
H 0.16 -1.30 -0.84
H -2.52 0.85 -1.94
H -1.64 -0.83 -2.52
H -3.12 -1.60 -0.48
H -1.76 -1.16 0.31
H -3.96 -0.76 2.26
H -4.55 -1.60 0.88
H -5.46 1.14 2.39
H -5.64 1.23 -0.31
H -7.11 1.29 0.58
H -7.55 0.11 -1.49
H -5.97 -1.10 -0.99
H -7.50 -1.08 0.06
*
```

These are the Mulliken partial charges, in e, on atoms 1 to 6: -0.98 -0.63 -0.55 0.33 -1.88 0.71


[5]
The following is a quantum chemistry calculation of one molecule with the formula C16H26O5, from the Open Molecules 2025 dataset.

For the LUMO energy, the calculation gives 0.746 eV. The electronic energy is -27235.569 eV. The SMILES is COC(C[C@H](O)C[C@H](O)[C@H](C)OCc1ccccc1)OC. The HOMO energy is -8.87 eV. Its gap between HOMO and LUMO is 9.6 eV. As for the energy above the lowest of the compared OMol25 structures with the same formula, charge and spin: 1558.4 kJ/mol.

```
! wB97M-V def2-TZVPD RIJCOSX def2/J DEFGRID3
* xyz 0 1
C -6.01 -2.12 0.91
O -4.67 -1.81 0.14
C -4.21 -0.68 0.40
C -2.77 -0.73 -0.07
C -2.01 0.38 0.25
O -2.71 1.81 0.03
C -0.54 0.55 -0.01
C 0.30 1.48 0.52
O -0.05 2.78 -0.16
C 1.73 1.38 0.27
C 2.10 1.23 -0.92
O 2.14 0.33 1.23
C 3.39 0.05 1.71
C 4.40 -0.18 0.69
C 5.50 0.24 0.58
C 6.51 -0.31 -0.37
C 6.16 -1.32 -1.16
C 4.90 -2.08 -1.00
C 4.08 -1.47 0.06
O -5.00 0.23 -0.27
C -5.32 0.24 -1.46
H -6.25 -3.11 0.50
H -5.77 -2.17 1.90
H -6.72 -1.47 0.60
H -4.39 -0.38 1.44
H -2.40 -1.38 0.38
H -2.91 -0.68 -1.25
H -2.14 0.50 1.49
H -3.63 1.68 -0.04
H -0.52 0.42 -1.27
H -0.21 -0.49 0.48
H 0.00 1.83 1.65
H -0.87 2.96 -0.43
H 2.36 2.22 0.89
H 1.77 2.01 -1.65
H 1.83 0.20 -1.23
H 3.30 1.36 -1.40
H 3.71 1.27 2.05
H 3.22 -0.29 2.68
H 5.84 1.21 1.26
H 7.45 0.22 -0.80
H 6.88 -1.65 -1.79
H 4.65 -3.03 -1.39
H 3.08 -2.12 0.21
H -4.50 0.59 -1.92
H -5.49 -0.68 -1.93
H -6.19 0.98 -1.80
*
```

These are the Mulliken partial charges, in e, on atoms 1 to 6: -0.87 -0.43 0.04 -0.77 0.17 -0.57


[6]
The following is a quantum chemistry calculation of C16H27BBeCaClCsKLiN2O20P2S2 as an isolated structure, from the Open Molecules 2025 dataset.

For the LUMO energy, the calculation gives -9.661 eV. The electronic energy is -150291.495 eV. The HOMO energy is -10.72 eV. Its gap between HOMO and LUMO is 1.1 eV. As for the energy above the lowest of the compared OMol25 structures with the same formula, charge and spin: 398.3 kJ/mol.

```
! wB97M-V def2-TZVPD RIJCOSX def2/J DEFGRID3
* xyz 2 1
N -5.37 -0.73 -1.82
C -5.21 -0.65 -3.28
C -4.20 -1.74 -3.78
C -2.83 -0.98 -4.24
C -1.49 -1.85 -3.92
P -0.08 -1.63 -5.18
O 0.84 -2.93 -4.52
C 0.73 -0.32 -4.01
S 1.74 -0.99 -2.68
O 3.12 -1.30 -3.13
O 1.85 0.07 -1.64
P -0.98 -2.95 -6.69
O -2.52 -2.28 -7.28
Cl -1.53 -4.85 -5.82
H -5.52 -1.71 -1.59
H -6.17 -0.18 -1.53
H -4.84 0.38 -3.48
H -6.17 -0.73 -3.82
H -3.99 -2.42 -2.93
H -4.66 -2.39 -4.60
H -2.89 -0.58 -5.32
H -2.79 -0.05 -3.56
H -1.75 -2.94 -3.69
H -1.11 -1.46 -2.96
H 1.02 -1.39 -6.10
H -0.75 -0.50 -5.85
H 1.70 -2.98 -4.97
H -0.01 0.36 -3.54
H 1.39 0.34 -4.61
H 1.14 -2.07 -2.07
H -2.68 -2.82 -8.10
Li 4.43 0.02 -1.94
Cs -3.78 -3.35 -6.37
O -5.01 2.47 -0.24
H -5.05 1.60 -0.66
Be -2.08 -7.20 -5.09
O 7.69 2.23 -1.06
S 8.42 1.10 -0.48
O 8.88 0.20 -1.54
O 7.52 0.36 0.42
O 9.59 1.61 0.25
C 3.50 -1.33 2.03
C 3.81 -1.55 3.37
C 3.05 -0.94 4.36
C 1.98 -0.13 3.99
C 1.68 0.10 2.66
C 2.44 -0.50 1.68
N 1.13 0.50 5.00
O 1.40 0.33 6.17
O 0.18 1.14 4.59
H 4.09 -1.81 1.26
H 4.63 -2.19 3.64
H 3.28 -1.11 5.41
H 0.85 0.74 2.38
H 2.20 -0.34 0.63
K -2.52 1.23 -5.12
C 1.50 -4.80 3.97
O 0.87 -4.04 2.94
H 1.19 -5.84 3.87
H 2.59 -4.74 3.88
H 1.19 -4.43 4.95
H 1.16 -3.13 3.05
B -0.92 5.70 5.84
O -0.82 5.03 7.12
C -0.83 5.99 8.08
O -0.76 5.78 9.25
C -0.96 7.32 7.42
O -1.02 8.38 7.95
O -1.02 7.13 6.08
O 0.22 5.37 4.95
C -0.24 4.79 3.87
O 0.40 4.39 2.94
C -1.73 4.69 3.97
O -2.50 4.20 3.13
O -2.15 5.20 5.08
Ca -4.28 4.44 3.49
*
```

These are the Mulliken partial charges, in e, on atoms 1 to 6: -0.60 -0.52 -0.05 -2.01 -0.90 0.52